1.
Density functional theory data (ωB97M-V/def2-TZVPD) for an isolated molecule of C5H6O2 in a non-equilibrium geometry.

Atoms and positions in Å:
O  -0.70  -2.10  0.77
C  -0.20  -1.17  0.20
C  -0.24  -0.96  -1.32
O  0.27  0.34  -1.55
C  0.45  0.96  -0.32
C  -0.47  1.12  0.98
C  0.55  0.02  0.81
H  -1.25  -1.01  -1.73
H  0.37  -1.73  -1.82
H  1.13  1.80  -0.43
H  -1.41  0.78  1.43
H  -0.22  2.09  1.40
H  1.42  -0.16  1.41

Values from the calculation:
Energy above the lowest of the compared OMol25 structures with the same formula, charge and spin ... 53.00 kcal/mol
Electronic energy ... -9374.7974 eV
SMILES ... O=C1CO[C@H]2C[C@@H]12
Molecular weight ... 98.10 g/mol
Orbital gap ... 0.3860 Ha
Net charge ... 0



2.
Density functional theory data (ωB97M-V/def2-TZVPD) for an isolated molecule of C5H6O2.

Atoms and positions in Å:
C  -1.49  -1.52  -1.02
C  -0.80  -0.88  -0.27
C  0.13  -0.23  0.67
C  1.57  -0.57  0.32
O  0.03  1.20  0.77
C  -0.81  1.91  -0.02
O  -0.89  3.10  0.06
H  -2.10  -2.10  -1.67
H  -0.11  -0.60  1.67
H  1.82  -0.21  -0.68
H  1.72  -1.65  0.34
H  2.24  -0.10  1.05
H  -1.39  1.29  -0.71

Values from the calculation:
Energy above the lowest of the compared OMol25 structures with the same formula, charge and spin ... 48.22 kcal/mol
Electronic energy ... -9375.0045 eV
SMILES ... C#C[C@@H](C)OC=O
Molecular weight ... 98.10 g/mol
Orbital gap ... 0.4112 Ha
Net charge ... 0



3.
Density functional theory data (ωB97M-V/def2-TZVPD) for an isolated molecule of C5H6O2.

Atoms and positions in Å:
C  1.55  -0.63  -2.27
C  0.85  -0.48  -1.30
C  0.10  -0.32  -0.05
C  0.84  0.62  0.92
O  -1.20  0.21  -0.39
C  -2.15  0.05  0.53
O  -2.01  -0.49  1.60
H  2.17  -0.76  -3.13
H  -0.05  -1.30  0.41
H  0.45  1.63  0.81
H  1.91  0.64  0.69
H  0.70  0.29  1.95
H  -3.09  0.48  0.16

Values from the calculation:
Energy above the lowest of the compared OMol25 structures with the same formula, charge and spin ... 44.30 kcal/mol
Electronic energy ... -9375.1745 eV
SMILES ... C#C[C@@H](C)OC=O
Molecular weight ... 98.10 g/mol
Orbital gap ... 0.4176 Ha
Net charge ... 0



4.
Density functional theory data (ωB97M-V/def2-TZVPD) for an isolated molecule of C5H6O2.

Atoms and positions in Å:
O  -3.71  0.34  -0.74
C  -2.55  0.00  -0.67
C  -1.63  0.42  0.41
C  -0.42  -0.09  0.49
C  0.73  -0.68  0.59
C  2.05  -0.23  0.02
O  1.96  0.84  -0.89
H  -2.10  -0.68  -1.42
H  -2.02  1.12  1.15
H  0.75  -1.61  1.17
H  2.73  0.00  0.85
H  2.50  -1.06  -0.53
H  1.71  1.63  -0.41

Values from the calculation:
Energy above the lowest of the compared OMol25 structures with the same formula, charge and spin ... 49.94 kcal/mol
Electronic energy ... -9374.9299 eV
SMILES ... O=CC=C=CCO
Molecular weight ... 98.10 g/mol
Orbital gap ... 0.3702 Ha
Net charge ... 0



5.
Density functional theory data (ωB97M-V/def2-TZVPD) for an isolated molecule of C5H6O2.

Atoms and positions in Å:
C  -0.32  1.43  2.48
C  -0.14  0.73  1.51
C  -0.01  -0.05  0.31
C  0.15  -1.38  0.40
O  0.16  -2.26  -0.61
C  -0.17  0.71  -0.99
O  0.20  -0.07  -2.14
H  -0.50  2.03  3.34
H  0.28  -1.86  1.37
H  -0.02  -1.75  -1.43
H  0.41  1.63  -0.95
H  -1.21  0.99  -1.15
H  1.16  -0.14  -2.13

Values from the calculation:
Energy above the lowest of the compared OMol25 structures with the same formula, charge and spin ... 57.77 kcal/mol
Electronic energy ... -9374.5905 eV
SMILES ... C#C/C(=C/O)CO
Molecular weight ... 98.10 g/mol
Orbital gap ... 0.3335 Ha
Net charge ... 0



6.
Density functional theory data (ωB97M-V/def2-TZVPD) for an isolated molecule of C5H6O2.

Atoms and positions in Å:
C  2.19  -0.49  0.69
C  1.25  0.00  0.12
C  -0.01  0.28  -0.58
C  -0.53  1.71  -0.47
O  -1.70  1.97  -0.38
C  -1.02  -0.78  -0.08
O  -0.87  -1.01  1.29
H  3.10  -0.90  1.05
H  0.22  0.14  -1.65
H  0.23  2.51  -0.55
H  -0.88  -1.70  -0.67
H  -2.03  -0.41  -0.22
H  0.04  -1.33  1.43

Values from the calculation:
Energy above the lowest of the compared OMol25 structures with the same formula, charge and spin ... 60.40 kcal/mol
Electronic energy ... -9374.4766 eV
SMILES ... C#C[C@H](C=O)CO
Molecular weight ... 98.10 g/mol
Orbital gap ... 0.3931 Ha
Net charge ... 0



7.
Density functional theory data (ωB97M-V/def2-TZVPD) for an isolated molecule of C5H6O2.

Atoms and positions in Å:
O  0.99  -2.04  -0.93
C  0.63  -0.91  -0.75
C  -0.47  -0.18  -1.54
O  -0.78  0.98  -0.78
C  0.14  1.06  0.29
C  -0.13  0.10  1.55
C  1.19  0.08  0.28
H  -1.34  -0.82  -1.64
H  -0.11  0.10  -2.54
H  0.28  2.10  0.56
H  -1.10  -0.38  1.42
H  0.03  0.62  2.49
H  0.67  -0.70  1.59

Values from the calculation:
Energy above the lowest of the compared OMol25 structures with the same formula, charge and spin ... 101.72 kcal/mol
Electronic energy ... -9372.6846 eV
Molecular weight ... 98.10 g/mol
Orbital gap ... 0.3322 Ha
Net charge ... 0



8.
Density functional theory data (ωB97M-V/def2-TZVPD) for a cluster of 2 separate species, C5H6O2 in total in a non-equilibrium geometry.

Atoms and positions in Å:
O  -1.74  -1.69  0.15
C  -1.50  -0.40  -0.23
C  -0.44  0.33  0.07
C  0.73  0.61  0.91
C  0.19  1.64  -0.08
C  1.13  -2.07  -0.92
O  2.09  -1.57  -1.25
H  -2.31  -0.01  -0.86
H  1.71  0.18  0.69
H  0.54  0.79  1.96
H  0.80  1.80  -0.96
H  -0.31  2.53  0.30
H  -0.89  -2.15  0.23

Values from the calculation:
Energy above the lowest of the compared OMol25 structures with the same formula, charge and spin ... 53.79 kcal/mol
Electronic energy ... -9374.7631 eV
Molecular weight ... 98.10 g/mol
Orbital gap ... 0.3591 Ha
Net charge ... 0



9.
Density functional theory data (ωB97M-V/def2-TZVPD) for an isolated molecule of C5H6O2.

Atoms and positions in Å:
O  -3.46  0.59  -0.45
C  -2.49  -0.12  -0.38
C  -1.67  -0.28  0.89
C  -0.23  -0.25  0.61
C  0.94  -0.22  0.32
C  2.37  -0.09  -0.02
O  2.64  1.07  -0.78
H  -2.14  -0.72  -1.25
H  -1.96  0.50  1.59
H  -1.94  -1.25  1.33
H  2.97  -0.12  0.90
H  2.68  -0.94  -0.63
H  2.27  1.82  -0.31

Values from the calculation:
Energy above the lowest of the compared OMol25 structures with the same formula, charge and spin ... 54.73 kcal/mol
Electronic energy ... -9374.7223 eV
SMILES ... O=CCC#CCO
Molecular weight ... 98.10 g/mol
Orbital gap ... 0.3905 Ha
Net charge ... 0



10.
Density functional theory data (ωB97M-V/def2-TZVPD) for an isolated molecule of C5H6O2.

Atoms and positions in Å:
C  0.68  -1.55  1.88
C  0.37  -0.71  1.07
C  0.02  0.32  0.09
C  1.23  1.15  -0.32
O  -0.51  -0.29  -1.11
C  -1.83  -0.49  -1.13
O  -2.61  -0.20  -0.26
H  0.93  -2.29  2.61
H  -0.77  0.95  0.51
H  1.95  0.52  -0.85
H  1.72  1.57  0.56
H  0.92  1.97  -0.98
H  -2.10  -0.97  -2.08

Values from the calculation:
Energy above the lowest of the compared OMol25 structures with the same formula, charge and spin ... 42.45 kcal/mol
Electronic energy ... -9375.2548 eV
SMILES ... C#C[C@@H](C)OC=O
Molecular weight ... 98.10 g/mol
Orbital gap ... 0.4185 Ha
Net charge ... 0



11.
Density functional theory data (ωB97M-V/def2-TZVPD) for an isolated molecule of C5H6O2.

Atoms and positions in Å:
C  -1.76  -1.05  1.39
C  -0.59  -0.72  0.90
C  0.22  -0.14  0.05
C  -0.72  0.50  -0.93
O  -0.74  1.69  -1.15
C  1.70  0.16  -0.04
O  2.04  0.56  -1.35
H  -2.34  -0.32  1.96
H  -2.21  -2.02  1.20
H  -1.46  -0.20  -1.36
H  2.00  0.92  0.69
H  2.29  -0.74  0.16
H  1.57  1.38  -1.53

Values from the calculation:
Energy above the lowest of the compared OMol25 structures with the same formula, charge and spin ... 62.07 kcal/mol
Electronic energy ... -9374.4039 eV
SMILES ... C=C=C(C=O)CO
Molecular weight ... 98.10 g/mol
Orbital gap ... 0.3822 Ha
Net charge ... 0



12.
Density functional theory data (ωB97M-V/def2-TZVPD) for a structure of composition C5H6O2 in a non-equilibrium geometry.

Atoms and positions in Å:
C  0.98  0.86  -0.21
C  -0.48  0.97  0.23
O  -0.89  0.48  -1.09
C  0.34  -0.31  -0.97
C  -0.10  -1.29  0.13
O  0.43  -1.12  1.42
C  -0.77  -0.34  0.99
H  1.27  1.67  -0.87
H  1.72  0.63  0.55
H  -0.95  1.91  0.52
H  0.70  -0.70  -1.92
H  -0.50  -2.26  -0.12
H  -1.79  -0.45  1.37

Values from the calculation:
Energy above the lowest of the compared OMol25 structures with the same formula, charge and spin ... 76.55 kcal/mol
Electronic energy ... -9373.7762 eV
Molecular weight ... 98.10 g/mol
Orbital gap ... 0.3951 Ha
Net charge ... 0